Below is a cluster of 5 separate species, C43H61ClF34NO11P in total at a distorted geometry, with properties calculated with ωB97M-V/def2-TZVPD.

XYZ file:
```
152
Properties=species:S:1:pos:R:3:forces:R:3
C -3.55970 -1.63353 5.70948 0.8 -0.4 -0.8
C -2.95940 -2.98958 5.22605 -1.3 0.4 0.2
C -4.04122 -4.01726 4.80727 0.7 -0.5 -0.3
C -4.11510 -4.22179 3.28204 -0.7 0.8 0.5
C -5.00676 -3.10955 2.67026 1.2 -1.2 -0.8
C -4.87979 -3.21872 1.13299 -0.9 0.2 0.5
C -5.38295 -1.98963 0.36002 1.8 -0.7 1.7
F -5.42650 -2.39686 -0.94411 -0.6 0.1 -0.5
N -6.68711 -1.63694 0.88590 -0.2 -0.1 -2.3
P -8.00602 -1.43949 -0.17177 -1.1 0.7 1.0
O -7.48735 -0.52912 -1.45266 0.0 -0.9 0.4
Cl -8.35762 -3.36302 -0.95439 0.6 0.4 0.0
C -4.36070 -0.78921 0.36593 1.2 -1.4 -1.3
O -4.72998 0.03146 -0.69470 -0.7 1.0 0.6
C -2.92979 -1.31864 0.04092 -0.3 0.1 0.5
C -2.13970 -1.74807 1.26999 0.9 -0.1 -0.1
C -1.24355 -0.67711 1.87919 -0.8 0.1 0.5
F -1.28636 -2.79561 0.84958 0.1 -0.3 -0.1
O -4.34572 -0.22354 1.65119 -0.4 0.7 -0.3
C -4.48989 1.18382 1.81395 -0.5 1.8 1.2
C -3.44358 2.08821 1.13143 1.1 -0.6 -0.5
C -2.36660 2.72718 2.01716 0.5 1.0 -0.4
C -1.16972 3.26923 1.19647 -1.0 -0.4 -0.4
C -1.55852 4.11195 -0.04575 0.8 -0.1 0.0
C -0.91570 3.49220 -1.29523 0.9 0.4 0.7
O -0.65710 4.43843 -2.32428 -1.0 -0.9 -0.4
C -1.84967 4.62197 -3.09412 0.6 0.6 0.0
C -5.94728 1.62147 1.51722 -0.4 -0.4 0.0
O -6.05897 3.00262 1.30326 0.2 -0.1 -0.2
C -7.40957 3.40473 1.39003 0.3 0.6 -0.2
C -4.37736 1.32323 3.36151 -0.8 -1.3 -0.2
O -4.77542 2.60507 3.82190 1.3 0.0 -0.4
C -5.60381 2.55267 4.89204 3.7 0.3 1.8
C -5.03259 2.57563 6.30235 0.3 -0.1 -0.7
O -6.74458 2.52957 4.76878 -5.2 -0.2 -1.1
H -2.92776 -0.84049 5.30260 -0.1 0.2 0.3
H -4.56667 -1.48788 5.32142 -0.1 0.1 0.2
H -3.53646 -1.58566 6.79364 -0.3 0.2 0.1
H -2.31729 -2.84045 4.35774 0.3 0.1 0.2
H -2.38393 -3.37451 6.06363 0.3 -0.2 -0.2
H -5.03477 -3.71093 5.13797 0.0 -0.1 0.3
H -3.78939 -4.97431 5.26844 -0.2 0.0 0.1
H -3.11519 -4.16508 2.84646 0.0 -0.1 0.0
H -4.54063 -5.19362 3.02861 0.0 -0.1 0.0
H -6.04450 -3.31539 2.91606 -0.1 0.4 0.4
H -4.64753 -2.16182 3.07016 -0.3 0.2 -0.1
H -5.56288 -4.02141 0.84004 0.0 0.0 -0.1
H -3.89004 -3.55221 0.82705 0.1 0.3 -0.1
H -6.65283 -0.92784 1.60653 -0.1 0.0 0.0
H -8.31628 -0.18762 -1.81438 0.1 0.2 -0.2
H -4.09457 -0.01281 -1.41230 0.1 -0.1 0.1
H -3.00413 -2.13005 -0.68256 0.0 -0.2 0.2
H -2.34791 -0.53366 -0.45112 -0.2 0.2 0.0
H -2.74780 -2.16592 2.06552 -0.2 -0.1 -0.2
H -0.32478 -1.10526 2.27121 0.1 -0.1 -0.2
H -1.06782 0.15394 1.20123 0.3 0.0 0.0
H -1.76731 -0.29043 2.75628 0.0 0.2 -0.1
H -2.90571 1.48703 0.39078 -0.1 -0.1 0.0
H -3.88946 2.88517 0.54663 -0.5 -0.1 0.1
H -1.91523 2.04455 2.73114 -0.3 -0.1 0.3
H -2.78867 3.59449 2.52603 -0.2 -0.3 0.4
H -0.59657 2.38923 0.88365 0.1 0.1 -0.1
H -0.50824 3.86483 1.82119 0.0 -0.1 0.2
H -1.07774 5.08290 0.06800 -0.1 0.1 -0.1
H -2.62385 4.31001 -0.14919 -0.1 -0.2 0.0
H -1.43352 2.60174 -1.66929 -0.2 0.1 -0.1
H 0.07584 3.15384 -0.98390 0.0 0.0 0.0
H -1.54097 4.88358 -4.10519 -0.1 0.2 0.0
H -2.44928 3.71221 -3.16150 0.0 -0.1 0.2
H -2.42652 5.42619 -2.63291 -0.3 0.0 -0.3
H -6.55426 1.36985 2.40260 0.0 -0.1 0.0
H -6.39115 1.06907 0.67868 0.3 0.1 -0.2
H -8.02031 2.91608 0.62325 -0.1 -0.2 0.2
H -7.42206 4.47241 1.17683 0.0 0.0 0.0
H -7.78805 3.24753 2.40156 -0.2 -0.2 0.0
H -5.11505 0.60248 3.73910 0.1 -0.1 0.0
H -3.41561 0.97913 3.74345 0.2 0.4 0.0
H -3.94812 2.61357 6.32799 0.0 0.0 0.1
H -5.48524 3.43134 6.79550 0.2 0.1 0.1
H -5.42674 1.69033 6.79674 0.2 -0.1 0.1
C 0.75790 -6.44130 2.09224 -0.7 -0.3 -0.4
C 0.71637 -5.29347 3.11078 0.1 -0.5 0.3
C 1.48863 -4.03382 2.72784 0.1 0.7 0.0
F 2.81057 -4.27929 2.58872 -0.3 0.2 0.1
F 1.35740 -3.10204 3.70731 -0.2 -0.1 0.0
F 1.11979 -5.75026 4.31720 0.0 0.1 0.0
F -0.59201 -4.93619 3.25046 0.0 0.2 -0.2
O 1.70215 -7.46801 2.34170 0.5 0.5 0.3
C 2.99365 -7.28560 1.90028 -0.9 0.0 -0.6
C 3.99148 -7.24549 3.05534 0.4 0.0 0.4
F 3.70297 -6.23546 3.89970 0.1 -0.2 -0.1
F 5.24006 -7.03820 2.57289 -0.1 -0.1 -0.2
F 3.07702 -6.19109 1.11722 0.4 -0.3 -0.1
F 3.29092 -8.34845 1.11479 0.3 0.0 0.1
H -0.20703 -6.94074 2.16561 0.0 0.0 0.2
H 0.81376 -6.07787 1.06616 0.2 0.2 0.1
H 1.10494 -3.60312 1.79831 -0.1 -0.1 0.0
H 3.97369 -8.18504 3.61214 -0.1 0.0 -0.1
C 3.42547 7.30794 -2.32326 0.5 -0.4 -0.3
C 2.83202 6.90976 -0.96362 0.5 0.6 0.1
C 1.31263 6.78618 -0.90557 -0.6 -0.3 0.1
F 0.70113 7.96156 -1.17410 0.1 -0.3 0.2
F 0.92646 6.42124 0.34748 0.2 0.0 0.0
F 3.27777 7.76331 -0.01338 -0.1 -0.1 0.0
F 3.34621 5.68451 -0.65236 -0.3 -0.2 -0.2
O 3.74719 8.67840 -2.49504 -0.6 0.2 0.4
C 2.75252 9.53941 -2.90059 0.4 -0.8 -0.5
C 2.46646 10.60832 -1.84717 -0.1 0.4 0.4
F 2.07096 10.04596 -0.68729 0.1 0.1 -0.1
F 1.46737 11.41820 -2.27315 0.1 -0.1 -0.1
F 1.64032 8.86186 -3.24871 0.0 0.4 -0.2
F 3.19961 10.15515 -4.01988 -0.1 0.3 0.1
H 4.38463 6.79890 -2.39260 0.0 0.0 0.2
H 2.84061 6.92229 -3.15520 -0.2 0.1 0.2
H 0.94777 6.02898 -1.60556 0.1 0.0 0.0
H 3.35838 11.20972 -1.65844 0.0 -0.1 -0.1
C 5.14366 5.02841 -6.49509 -0.7 -0.4 -0.3
C 5.10057 6.15303 -5.45016 0.2 -0.6 0.1
C 5.79138 7.45688 -5.84354 0.1 0.6 0.1
F 7.11170 7.26815 -6.05475 -0.3 0.3 0.1
F 5.66504 8.35391 -4.83773 -0.1 -0.2 0.0
F 5.58500 5.69022 -4.27620 0.0 0.2 0.0
F 3.78037 6.44184 -5.23782 0.1 0.2 -0.3
O 6.14427 4.04462 -6.31698 0.5 0.5 0.2
C 7.40440 4.29793 -6.82136 -0.7 -0.1 -0.5
C 8.45247 4.36296 -5.71201 0.4 0.0 0.4
F 8.15517 5.34256 -4.83255 0.1 -0.2 -0.1
F 9.66543 4.63916 -6.24292 -0.1 -0.1 -0.1
F 7.40211 5.41144 -7.58035 0.4 -0.3 -0.1
F 7.71096 3.26819 -7.63967 0.2 0.0 0.1
H 4.20784 4.48196 -6.38425 0.0 0.0 0.2
H 5.12974 5.41457 -7.51444 0.2 0.2 0.1
H 5.33979 7.88403 -6.74390 0.0 -0.1 0.0
H 8.50408 3.41308 -5.17529 -0.1 0.0 -0.1
C 5.75771 -8.66913 -1.46365 -0.5 0.2 0.7
C 6.82724 -7.73317 -2.04692 0.3 -0.5 0.4
C 6.69228 -7.40236 -3.53190 0.2 0.3 -0.4
F 6.79308 -8.51072 -4.29709 0.1 0.4 0.0
F 7.69146 -6.56339 -3.90192 -0.1 0.0 0.2
F 8.05310 -8.23469 -1.78183 0.0 0.1 -0.1
F 6.73545 -6.55676 -1.36416 -0.2 0.1 -0.2
O 6.10990 -10.03704 -1.35077 0.4 0.0 -0.7
C 5.93887 -10.84943 -2.45154 -0.7 0.4 0.5
C 7.26797 -11.41773 -2.94624 0.5 -0.3 -0.2
F 8.11196 -10.42601 -3.29665 -0.1 -0.2 0.1
F 7.05936 -12.18700 -4.04055 -0.2 0.0 0.1
F 5.27139 -10.20223 -3.42764 0.0 -0.5 0.0
F 5.15521 -11.87875 -2.05902 0.2 -0.2 -0.1
H 5.60715 -8.34694 -0.43420 0.2 0.0 0.0
H 4.78825 -8.53847 -1.94504 0.1 0.0 -0.2
H 5.73784 -6.90934 -3.73857 0.0 0.0 0.1
H 7.74067 -12.02194 -2.16880 -0.1 0.0 0.1
```
Forces are in eV/Å.

Values from the calculation:
total charge: 0
LUMO level: 0.0090 Eh
SMILES: CCCCCC[C@@](F)(NP(O)Cl)[C@](O)(C[C@H](C)F)O[C@@](CCCCCOC)(COC)COC(C)=O.FC(F)C(F)(F)COC(F)(F)C(F)F.FC(F)C(F)(F)COC(F)(F)C(F)F.FC(F)C(F)(F)COC(F)(F)C(F)F.FC(F)C(F)(F)COC(F)(F)C(F)F
gap between HOMO and LUMO: 9.3944 eV
M: 1480.32 g/mol
HOMO level: -9.15 eV

Atom charges from the Mulliken analysis, given in e for atoms 1 to 4: -1.1970, 0.1640, -1.2133, -0.5824